Run 1
Here is an isolated molecule of CH2N4S from the OMol25 dataset. Energies are from ωB97M-V/def2-TZVPD.

HOMO level = -0.321 Ha
LUMO level = -0.026 Ha
SMILES = S=c1nn[nH][nH]1
Frontier orbital gap = 8.038 eV

Positions of all 8 atoms, in Å:
1 S 0.37 2.61 0.74
2 C -0.07 1.04 0.27
3 N -0.99 0.80 -0.75
4 N -0.92 -0.40 -1.08
5 N -0.01 -1.09 -0.38
6 N 0.63 -0.26 0.45
7 H 0.40 -1.94 -0.72
8 H 0.58 -0.77 1.47

Atomic partial charges in e from the natural (NBO) method, atoms 1 to 6: number 1, S, carries -0.09; number 2, C, carries 0.13; number 3, N, carries -0.25; number 4, N, carries 0.05; number 5, N, carries -0.25; number 6, N, carries -0.43


Run 2
Here is an isolated molecule of CH2N4S from the OMol25 dataset. Energies are from ωB97M-V/def2-TZVPD.

HOMO level = -0.346 Ha
LUMO level = 0.032 Ha
SMILES = Sc1nn[nH]n1
Frontier orbital gap = 10.280 eV

Positions of all 8 atoms, in Å:
1 S -2.30 -0.14 -0.03
2 C -0.57 -0.04 -0.04
3 N 0.13 1.10 -0.03
4 N 1.40 0.73 -0.02
5 N 1.40 -0.60 -0.02
6 N 0.19 -1.12 0.00
7 H -2.49 1.19 0.16
8 H 2.25 -1.12 -0.02

Atomic partial charges in e from the natural (NBO) method, atoms 1 to 6: number 1, S, carries 0.07; number 2, C, carries 0.10; number 3, N, carries -0.28; number 4, N, carries -0.03; number 5, N, carries -0.16; number 6, N, carries -0.27


Which structure loses on stability? run 1 does.


Run 1
Here is a cluster of 2 separate species, C3H10NO in total from the OMol25 dataset. Energies are from ωB97M-V/def2-TZVPD.

Total charge = +2
HOMO level (spin up / spin down) = -0.797 / -0.811 Ha
Multiplicity = 2
LUMO level (spin up / spin down) = -0.365 / -0.508 Ha
Frontier orbital gap (spin up / spin down) = 11.760 / 8.229 eV

Positions of all 15 atoms, in Å:
1 C -1.26 -1.70 -0.93
2 N 0.05 -1.00 -1.27
3 H -1.54 -1.32 0.08
4 H -1.99 -1.26 -1.63
5 H -1.03 -2.77 -0.70
6 H -0.02 0.08 -1.02
7 H 0.33 -1.13 -2.25
8 H 0.82 -1.31 -0.66
9 C 0.97 0.55 1.91
10 C 0.03 1.05 1.03
11 O 0.38 1.38 -0.25
12 H 2.02 0.49 1.56
13 H 0.65 0.50 2.94
14 H -0.94 1.39 1.36
15 H -0.09 2.21 -0.49

Atomic partial charges in e from the natural (NBO) method, atoms 1 to 6: number 1, C, carries -0.42; number 2, N, carries -0.70; number 3, H, carries 0.20; number 4, H, carries 0.27; number 5, H, carries 0.28; number 6, H, carries 0.43


Run 2
Here is a cluster of 2 separate species, C3H10NO in total from the OMol25 dataset. Energies are from ωB97M-V/def2-TZVPD.

Total charge = +2
HOMO level (spin up / spin down) = -0.765 / -0.765 Ha
Multiplicity = 2
LUMO level (spin up / spin down) = -0.295 / -0.433 Ha
Frontier orbital gap (spin up / spin down) = 12.776 / 9.031 eV

Positions of all 15 atoms, in Å:
1 C 1.79 -3.45 -5.35
2 N 1.56 -2.14 -4.65
3 H 2.73 -3.42 -5.88
4 H 1.82 -4.26 -4.63
5 H 0.95 -3.66 -6.00
6 H 2.03 -2.10 -3.74
7 H 0.57 -2.05 -4.42
8 H 1.88 -1.37 -5.23
9 O -1.45 2.60 2.80
10 C -1.60 1.90 3.75
11 C -0.99 2.12 5.10
12 H -2.34 1.06 3.64
13 H -1.00 1.18 5.65
14 H -1.68 2.83 5.56
15 H -0.01 2.60 5.07

Atomic partial charges in e from the natural (NBO) method, atoms 1 to 6: number 1, C, carries -0.43; number 2, N, carries -0.67; number 3, H, carries 0.25; number 4, H, carries 0.25; number 5, H, carries 0.25; number 6, H, carries 0.45


Which structure loses on stability? run 1 does.


Run 1
Here is the ion C4H13N3O with charge +2 from the OMol25 dataset. Energies are from ωB97M-V/def2-TZVPD.

Total charge = +2
HOMO level = -0.645 Ha
LUMO level = -0.288 Ha
SMILES = C[NH2+]/C(N)=C(/O)[NH2+]C
Frontier orbital gap = 9.724 eV

Positions of all 21 atoms, in Å:
1 C 1.20 -1.28 1.85
2 N 1.35 -0.09 1.00
3 C -0.05 0.37 0.79
4 N -0.61 1.10 1.86
5 C -0.85 0.27 -0.31
6 O -2.04 0.83 -0.45
7 N -0.35 -0.43 -1.60
8 C -0.20 0.34 -2.83
9 H 0.87 -2.10 1.19
10 H 2.15 -1.60 2.42
11 H 0.51 -1.01 2.65
12 H 1.72 -0.41 0.14
13 H 1.78 0.64 1.62
14 H -1.58 1.19 1.79
15 H -0.28 0.89 2.79
16 H -2.15 1.75 -0.62
17 H -1.24 -1.08 -1.74
18 H 0.37 -1.12 -1.33
19 H -1.12 0.80 -3.03
20 H 0.47 1.23 -2.61
21 H 0.06 -0.31 -3.60

Atomic partial charges in e from the natural (NBO) method, atoms 1 to 6: number 1, C, carries -0.45; number 2, N, carries -0.51; number 3, C, carries 0.26; number 4, N, carries -0.78; number 5, C, carries 0.36; number 6, O, carries -0.66


Run 2
Here is a cluster of 2 separate species, C4H13N3O in total from the OMol25 dataset. Energies are from ωB97M-V/def2-TZVPD.

Total charge = +2
HOMO level = -0.639 Ha
LUMO level = -0.266 Ha
Frontier orbital gap = 10.153 eV

Positions of all 21 atoms, in Å:
1 C 2.37 0.21 0.58
2 C -1.18 0.36 -2.11
3 C -0.93 -0.31 0.46
4 C -1.63 0.10 -0.66
5 N 3.45 -0.23 1.21
6 N 1.91 -0.20 -0.59
7 N -1.76 -0.36 1.75
8 O -2.89 0.47 -0.35
9 H -0.90 1.43 -2.20
10 H -0.21 -0.13 -2.45
11 H 1.93 1.07 1.02
12 H 0.05 -0.85 0.57
13 H -2.04 0.09 -2.67
14 H 3.75 0.30 2.01
15 H 4.13 -0.81 0.81
16 H 1.14 0.22 -0.96
17 H 2.30 -0.99 -1.11
18 H -2.08 -1.32 1.95
19 H -2.69 -0.04 1.29
20 H -1.30 0.14 2.48
21 H -3.43 0.84 -1.04

Atomic partial charges in e from the natural (NBO) method, atoms 1 to 6: number 1, C, carries 0.40; number 2, C, carries -0.69; number 3, C, carries -0.25; number 4, C, carries 0.40; number 5, N, carries -0.67; number 6, N, carries -0.70


Which structure loses on stability? run 1 does.


Run 1
Here is a cluster of 2 separate species, C5H14O in total from the OMol25 dataset. Energies are from ωB97M-V/def2-TZVPD.

HOMO level = -0.379 Ha
LUMO level = 0.038 Ha
SMILES = CC(C)O.CC
Frontier orbital gap = 11.360 eV

Positions of all 20 atoms, in Å:
1 C 0.53 1.02 -0.84
2 C 0.82 0.98 0.71
3 C 1.13 2.41 1.21
4 O -0.21 0.46 1.57
5 H 0.38 2.08 -1.22
6 H -0.47 0.69 -0.98
7 H 1.34 0.68 -1.39
8 H 1.69 0.31 0.94
9 H 0.77 3.13 0.61
10 H 0.72 2.61 2.23
11 H 2.20 2.62 1.19
12 H -0.79 1.10 1.84
13 C -1.63 -2.11 -0.37
14 C -0.35 -2.46 -1.09
15 H -2.24 -2.84 0.06
16 H -1.35 -1.43 0.36
17 H -2.31 -1.70 -1.04
18 H 0.42 -2.94 -0.33
19 H -0.60 -3.12 -1.92
20 H -0.03 -1.50 -1.56

Atomic partial charges in e from the natural (NBO) method, atoms 1 to 6: number 1, C, carries -0.65; number 2, C, carries 0.10; number 3, C, carries -0.63; number 4, O, carries -0.72; number 5, H, carries 0.20; number 6, H, carries 0.23


Run 2
Here is a cluster of 2 separate species, C5H14O in total from the OMol25 dataset. Energies are from ωB97M-V/def2-TZVPD.

HOMO level = -0.399 Ha
LUMO level = 0.030 Ha
SMILES = CCC(C)C.O
Frontier orbital gap = 11.657 eV

Positions of all 20 atoms, in Å:
1 C 1.35 -1.70 0.98
2 C 0.58 -0.62 0.19
3 C -0.53 0.09 1.00
4 C -1.21 1.24 0.27
5 C -1.60 -0.95 1.44
6 H 1.27 -2.77 0.74
7 H 0.80 -1.85 1.93
8 H 2.39 -1.47 1.19
9 H 0.16 -1.15 -0.67
10 H 1.30 0.15 -0.10
11 H -0.11 0.27 1.99
12 H -0.56 2.12 0.30
13 H -1.55 0.85 -0.68
14 H -2.06 1.61 0.86
15 H -1.26 -1.71 2.13
16 H -2.35 -0.38 1.97
17 H -2.10 -1.36 0.55
18 O 1.45 2.57 -4.80
19 H 2.23 2.64 -5.35
20 H 1.84 2.42 -3.94

Atomic partial charges in e from the natural (NBO) method, atoms 1 to 6: number 1, C, carries -0.63; number 2, C, carries -0.41; number 3, C, carries -0.21; number 4, C, carries -0.62; number 5, C, carries -0.61; number 6, H, carries 0.22


Which structure loses on stability? run 1 does.


Run 1
Here is the ion C12H18N with charge +1 from the OMol25 dataset. Energies are from ωB97M-V/def2-TZVPD.

Total charge = +1
HOMO level = -0.479 Ha
LUMO level = -0.096 Ha
SMILES = CCC[N@@H+]1CCCc2ccccc21
Frontier orbital gap = 10.438 eV

Positions of all 31 atoms, in Å:
1 C 2.52 -2.09 -0.68
2 C 1.50 -2.72 0.26
3 C 0.14 -2.01 0.26
4 N 0.17 -0.70 0.99
5 C -0.98 -0.53 1.92
6 C -2.31 -0.58 1.17
7 C -2.25 0.06 -0.23
8 C -1.01 0.86 -0.47
9 C -1.00 1.99 -1.28
10 C 0.16 2.71 -1.49
11 C 1.34 2.33 -0.86
12 C 1.35 1.21 -0.05
13 C 0.19 0.47 0.12
14 H 2.13 -2.03 -1.69
15 H 3.42 -2.71 -0.70
16 H 2.81 -1.09 -0.37
17 H 1.89 -2.76 1.28
18 H 1.32 -3.74 -0.06
19 H -0.18 -1.82 -0.77
20 H -0.59 -2.65 0.74
21 H 1.04 -0.69 1.54
22 H -0.94 -1.30 2.69
23 H -0.85 0.44 2.40
24 H -3.04 -0.06 1.78
25 H -2.65 -1.61 1.08
26 H -2.31 -0.72 -0.99
27 H -3.12 0.70 -0.38
28 H -1.92 2.30 -1.75
29 H 0.15 3.58 -2.12
30 H 2.24 2.90 -1.00
31 H 2.26 0.93 0.47

Atomic partial charges in e from the natural (NBO) method, atoms 1 to 6: number 1, C, carries -0.61; number 2, C, carries -0.42; number 3, C, carries -0.22; number 4, N, carries -0.38; number 5, C, carries -0.21; number 6, C, carries -0.42


Run 2
Here is a cluster of 2 separate species, C12H18N in total from the OMol25 dataset. Energies are from ωB97M-V/def2-TZVPD.

Total charge = +1
HOMO level = -0.483 Ha
LUMO level = -0.193 Ha
Frontier orbital gap = 7.911 eV

Positions of all 31 atoms, in Å:
1 C -3.57 0.84 -0.15
2 C -2.60 0.85 -1.20
3 C -3.13 0.95 1.12
4 C -1.27 0.60 -0.91
5 C -1.76 0.95 1.49
6 C -0.81 0.67 0.44
7 C 0.50 -3.01 -0.02
8 C 0.54 0.43 0.81
9 C -0.13 -2.96 -1.33
10 C 1.50 2.36 -0.36
11 C 3.07 0.43 0.52
12 C 1.65 0.78 -0.10
13 N 0.75 -2.06 0.77
14 H -4.56 0.74 -0.59
15 H -2.78 1.01 -2.22
16 H -3.75 1.00 2.07
17 H -0.61 0.38 -1.75
18 H -1.65 1.14 2.55
19 H 0.79 -3.97 0.39
20 H -0.43 -1.92 -1.58
21 H -1.16 -3.39 -1.32
22 H 0.69 -3.29 -1.98
23 H 1.90 2.80 0.57
24 H 0.41 2.65 -0.42
25 H 2.06 2.64 -1.18
26 H 3.46 -0.60 0.74
27 H 3.14 1.00 1.46
28 H 3.96 0.74 -0.11
29 H 1.77 0.24 -1.13
30 H 1.19 -2.20 1.60
31 H 0.82 0.24 1.81

Atomic partial charges in e from the natural (NBO) method, atoms 1 to 6: number 1, C, carries -0.11; number 2, C, carries -0.19; number 3, C, carries -0.23; number 4, C, carries -0.14; number 5, C, carries -0.09; number 6, C, carries -0.22


Which structure loses on stability? run 2 does.


Run 1
Here is a structure of composition C3H2O3Tb from the OMol25 dataset. Energies are from ωB97M-V/def2-TZVPD.

Total charge = +1
HOMO level (spin up / spin down) = -0.463 / -0.431 Ha
Multiplicity = 7
LUMO level (spin up / spin down) = -0.238 / -0.235 Ha
Frontier orbital gap (spin up / spin down) = 6.118 / 5.348 eV

Positions of all 9 atoms, in Å:
1 H 1.21 0.92 1.47
2 O 0.14 1.74 -0.10
3 C 0.79 0.68 0.48
4 C 0.07 -0.58 0.35
5 C 0.03 -1.69 -1.22
6 O -1.22 -0.43 0.77
7 O -0.58 -1.43 -2.18
8 Tb -1.93 1.33 -0.23
9 H 1.50 -0.54 0.64

Atomic partial charges in e from the Mulliken method, atoms 1 to 6: number 1, H, carries 0.32; number 2, O, carries -0.77; number 3, C, carries -0.05; number 4, C, carries 0.07; number 5, C, carries 0.39; number 6, O, carries -0.67


Run 2
Here is a structure of composition C3H2O3Tb from the OMol25 dataset. Energies are from ωB97M-V/def2-TZVPD.

Total charge = +1
HOMO level (spin up / spin down) = -0.434 / -0.435 Ha
Multiplicity = 7
LUMO level (spin up / spin down) = -0.225 / -0.203 Ha
Frontier orbital gap (spin up / spin down) = 5.676 / 6.314 eV

Positions of all 9 atoms, in Å:
1 H 1.17 1.93 0.39
2 O 0.42 1.02 -1.32
3 C 0.69 1.02 0.01
4 C -0.10 0.23 0.84
5 C 0.20 -2.57 0.29
6 O -1.41 0.15 0.48
7 O 0.03 -2.49 -0.83
8 Tb -1.41 0.01 -1.65
9 H 0.42 0.70 1.79

Atomic partial charges in e from the Mulliken method, atoms 1 to 6: number 1, H, carries 0.34; number 2, O, carries -0.69; number 3, C, carries 0.24; number 4, C, carries -0.45; number 5, C, carries 0.26; number 6, O, carries -0.66


Which structure loses on stability? run 1 does.


Run 1
Here is an isolated molecule of C3H8NO from the OMol25 dataset. Energies are from ωB97M-V/def2-TZVPD.

HOMO level (spin up / spin down) = -0.322 / -0.321 Ha
Multiplicity = 2
LUMO level (spin up / spin down) = 0.039 / -0.059 Ha
Frontier orbital gap (spin up / spin down) = 9.808 / 7.135 eV

Positions of all 13 atoms, in Å:
1 C 1.74 1.00 -0.32
2 N 0.66 0.11 -0.82
3 C -0.69 0.53 -0.46
4 C -1.31 -0.41 0.64
5 O -0.62 -1.54 0.93
6 H 1.33 1.66 0.45
7 H 2.09 1.49 -1.24
8 H 2.63 0.44 0.00
9 H 0.73 -0.82 -0.43
10 H -1.29 0.67 -1.36
11 H -0.76 1.52 0.03
12 H -2.32 -0.76 0.35
13 H -1.35 0.16 1.57

Atomic partial charges in e from the natural (NBO) method, atoms 1 to 6: number 1, C, carries -0.42; number 2, N, carries -0.64; number 3, C, carries -0.26; number 4, C, carries -0.16; number 5, O, carries -0.28; number 6, H, carries 0.18


Run 2
Here is a cluster of 2 separate species, C3H8NO in total from the OMol25 dataset. Energies are from ωB97M-V/def2-TZVPD.

HOMO level (spin up / spin down) = -0.194 / -0.367 Ha
Multiplicity = 2
LUMO level (spin up / spin down) = 0.024 / 0.024 Ha
Frontier orbital gap (spin up / spin down) = 5.923 / 10.623 eV

Positions of all 13 atoms, in Å:
1 C 2.36 1.20 0.89
2 N 2.00 0.22 0.04
3 H 1.62 1.72 1.48
4 H 3.39 1.22 1.22
5 H 2.66 -0.41 -0.39
6 H 1.04 -0.17 -0.01
7 O -0.59 0.25 -0.11
8 C -1.65 -0.07 -0.64
9 C -2.25 -1.35 -0.23
10 H -1.82 0.54 -1.53
11 H -2.26 -2.01 -1.13
12 H -3.26 -1.34 0.17
13 H -1.61 -1.83 0.50

Atomic partial charges in e from the natural (NBO) method, atoms 1 to 6: number 1, C, carries -0.32; number 2, N, carries -0.80; number 3, H, carries 0.17; number 4, H, carries 0.16; number 5, H, carries 0.37; number 6, H, carries 0.41


Which structure loses on stability? run 1 does.